[1]
This record from the OMol25 dataset describes a structure of composition H24O12. The level of theory is wB97M-V/def2-TZVPD.

The geometry in XYZ format:
```
36
Properties=species:S:1:pos:R:3:forces:R:3
O -0.118300 2.439913 -0.592119 -2.761 3.314 -1.315
H -0.396215 2.608819 -1.492375 0.281 0.441 -0.265
H -0.846027 1.954628 -0.203349 -0.725 -0.230 1.042
O -2.306241 0.089859 -0.901129 -5.561 -0.366 0.066
H -2.832989 0.841381 -1.173120 -0.575 0.147 0.087
H -2.140361 0.237433 0.029969 -1.470 -0.150 1.297
O 1.814076 1.415803 -0.359289 4.748 6.975 1.429
H 0.937598 1.800371 -0.370690 -1.086 0.667 -0.509
H 2.289127 1.920775 0.300692 0.769 -0.074 -0.177
O -1.734114 -1.429310 1.329049 -2.471 0.121 4.400
H -1.250662 -1.848756 2.040787 -0.153 0.048 0.247
H -1.305531 -1.740554 0.531753 -0.587 0.184 0.242
O 1.394005 0.417970 2.361583 1.012 3.836 1.829
H 1.105567 0.659103 3.241868 -0.010 -0.007 0.450
H 1.239778 1.202430 1.835208 -0.119 0.422 -0.114
O 1.190276 -1.620476 1.701211 0.103 -4.248 -0.452
H 0.982129 -0.691698 1.599810 -0.267 -1.064 0.665
H 0.754546 -1.876702 2.514054 0.101 -0.075 0.206
O -0.496800 0.014766 -1.947563 1.642 4.968 -5.225
H -1.265783 0.208859 -1.411635 -1.584 0.354 -0.303
H -0.448667 0.740418 -2.569931 0.541 -0.358 -0.593
O -1.767559 1.202741 1.028654 -2.779 3.862 2.422
H -1.061754 0.578168 1.195950 1.490 -1.228 0.575
H -1.840811 1.705122 1.840116 -0.626 0.183 0.180
O -0.750801 -1.768761 -0.554007 0.252 -3.914 -2.884
H -0.431996 -1.512385 -1.419377 -0.666 -2.243 0.473
H -0.368158 -2.633179 -0.403677 0.684 -0.251 -0.235
O 1.869140 -0.605421 -0.635449 3.489 -5.824 0.692
H 1.782423 0.345529 -0.701872 1.045 0.072 -0.851
H 2.809543 -0.766601 -0.712264 0.354 -0.230 0.599
O 0.897309 -1.581015 -2.303879 1.922 -4.956 -4.626
H 1.742459 -1.200283 -2.065155 -0.624 -0.532 -0.186
H 0.254320 -0.923471 -2.038469 2.456 0.956 -1.925
O 0.009935 0.238017 0.335026 -0.446 0.613 1.684
H -0.556529 -0.202154 -0.298688 1.513 -0.267 1.520
H 0.847063 -0.221341 0.268306 0.107 -1.146 -0.445
```
Positions in Å, forces in eV/Å.

Results
energy above the lowest of the compared OMol25 structures with the same formula, charge and spin	357.8	kcal per mole
2S+1	1
HOMO-LUMO gap	8.28	eV

[2]
This record from the OMol25 dataset describes a cluster of 12 separate species, H24O12 in total. The level of theory is wB97M-V/def2-TZVPD.

The geometry in XYZ format:
```
36
Properties=species:S:1:pos:R:3:forces:R:3
O 1.150253 -0.442879 -0.311433 0.205 2.810 0.909
H 0.954168 0.498553 -0.246273 0.197 0.397 0.148
H 0.714496 -0.826969 0.457709 0.016 -0.122 -0.343
O -3.122694 1.369166 -0.268608 0.268 -0.182 -0.001
H -3.155310 1.725844 -1.163430 -0.485 0.119 0.142
H -3.719906 0.613124 -0.295602 -0.143 0.362 0.032
O 0.162763 1.049971 -3.696665 0.441 -0.314 0.326
H -0.462444 0.897153 -2.979202 0.269 0.077 -0.487
H 1.008418 0.759774 -3.336603 0.135 0.144 -0.134
O 1.869413 -2.975616 2.780369 -0.161 0.181 -0.066
H 1.019290 -3.070099 3.224614 0.091 -0.067 0.032
H 1.747852 -2.215251 2.200664 0.109 -0.140 0.045
O -2.418225 1.167283 -3.178992 -0.411 0.024 0.377
H -2.482579 0.206674 -3.224575 -0.108 -0.025 -0.151
H -2.014441 1.334771 -2.319982 0.008 -0.039 -0.086
O 4.933124 1.208231 0.018211 -0.086 -0.021 0.194
H 5.670242 1.389330 0.612223 -0.021 0.008 -0.068
H 4.353635 0.634270 0.531777 0.121 -0.024 -0.147
O -4.216545 -1.324654 1.204439 0.157 0.224 -0.131
H -3.481069 -1.022654 1.749288 -0.235 -0.220 -0.003
H -3.946730 -1.107456 0.304986 -0.027 -0.421 0.091
O 0.786720 -2.438295 -0.933032 -0.007 -2.149 -1.350
H 1.694718 -2.705705 -1.114748 -0.146 -0.163 0.126
H 0.509765 -1.986393 -1.738061 0.190 0.021 0.168
O -1.720414 0.167866 3.424295 0.043 -0.197 -0.233
H -2.236335 -0.001256 2.627919 0.127 0.339 0.168
H -0.836923 0.365760 3.093736 -0.001 0.072 0.138
O -1.014457 -4.006666 -0.077195 -0.771 -0.062 0.562
H -1.426073 -3.982047 0.793985 -0.113 -0.240 -0.093
H -0.733258 -3.097421 -0.229482 0.394 -0.384 -0.127
O 1.015172 4.354226 -2.350165 -0.118 0.026 0.248
H 1.264515 4.905802 -1.600111 0.048 -0.012 -0.096
H 0.052532 4.399953 -2.365131 0.085 -0.025 -0.135
O 2.737684 1.210926 3.153662 -0.142 -0.006 -0.211
H 2.566614 2.141558 2.970227 0.060 -0.018 0.064
H 2.776029 0.803124 2.281185 0.013 0.028 0.093
```
Positions in Å, forces in eV/Å.

Results
SMILES	O.O.O.O.O.O.O.O.O.O.O.O
energy above the lowest of the compared OMol25 structures with the same formula, charge and spin	103.4	kcal per mole
2S+1	1
HOMO-LUMO gap	10.16	eV

[3]
This record from the OMol25 dataset describes a structure of composition H24O12Xe. The level of theory is wB97M-V/def2-TZVPD.

The geometry in XYZ format:
```
37
Properties=species:S:1:pos:R:3:forces:R:3
Xe -0.035351 -0.116958 -0.096066 0.074 -0.109 -0.018
O -1.536381 -0.685758 3.454364 0.084 0.852 0.235
H -1.543711 -1.596538 3.159994 -0.077 -0.675 -0.558
H -2.031641 -0.694298 4.273444 -0.084 0.116 0.261
O -0.553941 3.206072 1.504804 0.171 0.357 0.138
H -1.248311 2.547242 1.499524 -0.445 -0.200 0.248
H -0.031411 3.010262 0.727084 0.258 0.272 -0.150
O 3.004159 -2.037538 2.405774 -0.269 -0.610 0.553
H 3.332529 -1.533338 1.661334 0.298 0.405 -0.527
H 2.317309 -1.488168 2.783474 -0.141 0.111 0.124
O 2.974299 1.009762 -1.869646 -0.020 -0.268 -0.036
H 3.716819 1.559202 -2.120666 0.299 0.032 -0.173
H 2.394629 1.596802 -1.384266 -0.505 0.351 0.061
O -2.599071 1.499162 1.885404 -0.465 0.188 -0.302
H -2.121421 0.731942 2.200744 0.325 -0.841 0.472
H -2.958381 1.900162 2.676814 -0.187 0.201 0.167
O -0.269771 -1.335348 -4.007036 0.584 -0.004 -0.048
H -0.634501 -2.120128 -4.416086 -0.111 -0.113 -0.225
H -0.972331 -1.009258 -3.444636 -0.610 0.091 0.173
O -3.167971 1.778142 -0.823846 -0.141 -0.249 -0.899
H -2.498901 2.425782 -1.045516 0.126 0.258 -0.053
H -3.075051 1.650592 0.120254 0.003 -0.084 0.676
O 1.533779 -2.999708 -2.632256 0.358 -0.278 0.230
H 1.440789 -3.930198 -2.427876 0.124 -0.271 0.102
H 0.641829 -2.654748 -2.591546 -0.227 0.480 -0.328
O -1.683901 -2.953618 1.948804 -0.177 -0.128 0.258
H -1.632941 -2.538018 1.088044 -0.002 0.182 -0.309
H -0.861681 -3.436768 2.031074 0.320 -0.276 -0.001
O -2.645881 -0.839138 -2.624386 0.095 -0.240 -0.203
H -3.170261 -1.370228 -2.025056 -0.134 -0.129 0.109
H -2.738031 0.055172 -2.295816 -0.202 0.609 0.349
O 3.898029 -0.246238 0.463884 0.260 -0.276 0.536
H 3.399919 -0.209898 -0.352696 -0.113 0.103 -0.704
H 3.794429 0.624742 0.847144 0.069 0.147 0.128
O 1.493599 3.250662 -0.205846 0.378 -0.393 -0.536
H 2.205809 3.007432 0.385614 0.130 0.029 0.445
H 1.862919 3.942762 -0.754326 -0.048 0.356 -0.198
```
Positions in Å, forces in eV/Å.

Results
energy above the lowest of the compared OMol25 structures with the same formula, charge and spin	16.4	kcal per mole
2S+1	1
HOMO-LUMO gap	10.50	eV